[1]
Density functional theory data (ωB97M-V with the def2-TZVPD basis set) for a cluster of 2 separate species, C10H19N3O7 in total at a distorted geometry.

```
39
Properties=species:S:1:pos:R:3:forces:R:3:mulliken_charge:R:1
C 1.64416 -2.09027 -3.25626 -3.36 -0.67 -1.22 0.18
C 0.99683 -3.48940 -3.15697 -0.05 0.94 0.47 0.23
C 0.50237 -1.16785 -2.77745 0.73 -2.93 2.22 -1.57
C 0.13278 -1.08581 -1.26207 -1.74 3.60 -4.70 -0.88
C -0.86248 0.12908 -1.13744 1.52 -0.63 0.84 0.61
C -0.65027 2.74598 1.53960 0.65 -0.19 -0.28 0.26
C -1.33992 3.53729 2.60175 0.59 0.57 0.93 0.25
C -0.99246 1.29089 1.69000 1.14 1.24 2.13 -0.35
C -0.61940 0.63195 2.98154 -0.48 -0.43 1.51 -0.64
C -0.51520 -0.93177 2.91444 1.56 -0.09 -0.86 0.27
H 2.95511 -1.63548 -4.61275 10.29 2.58 0.28 0.17
H 1.71539 -1.28210 -5.02771 -8.00 10.45 -7.18 0.07
H 2.41602 -2.03989 -2.61646 2.90 0.15 2.35 0.67
H 0.67722 -0.25128 -3.09194 0.97 4.53 -1.49 0.86
H -0.36262 -1.49028 -3.25164 -1.77 -0.58 -1.06 0.46
H 0.88647 -0.77180 -0.67412 3.01 0.92 2.04 0.50
H -0.20474 -1.96317 -0.94028 -1.76 -3.29 1.56 0.70
H -2.11451 0.77653 -0.04530 -1.57 1.80 0.29 0.57
H 1.68465 -3.52203 -4.77895 2.51 2.68 -2.81 0.46
H 1.30933 2.43096 2.09006 0.05 0.07 0.02 0.26
H 1.17140 2.77534 0.48407 -0.68 0.43 1.32 0.30
H -1.13525 3.09203 0.62500 0.26 0.04 -0.32 0.31
H -2.05090 1.23892 1.59387 -0.61 -0.39 -0.21 0.68
H -0.36161 0.82061 1.00577 0.38 -0.58 -0.98 -0.24
H -1.35544 0.91705 3.76829 0.59 -0.19 -0.37 0.52
H 0.36552 0.99413 3.31128 -0.08 -0.29 0.10 0.15
H -0.87779 -2.52979 4.14335 0.06 -0.56 0.01 0.27
H -1.29511 -0.98563 4.79603 -0.12 -0.15 0.13 0.22
H 0.09086 4.64360 2.38477 1.18 0.23 -0.63 0.43
N 2.12711 -1.88504 -4.63333 -2.12 -12.08 7.28 -0.62
N 0.81435 3.03275 1.43985 -0.48 -0.22 -1.05 -0.79
N -0.83862 -1.53782 4.09504 -0.15 0.93 -0.64 -0.36
O 0.35963 -3.78309 -2.15970 0.91 -0.94 -1.92 -0.57
O -0.71960 1.20531 -1.71612 -0.85 -1.84 0.97 -0.67
O -1.67111 -0.03783 -0.03559 0.35 -2.67 -4.45 -0.50
O 1.15732 -4.11014 -4.33593 -3.35 -4.03 3.69 -0.53
O -2.32013 3.19956 3.19834 -0.64 -0.30 -0.16 -0.58
O 0.00120 -1.54580 1.96637 -1.16 1.20 1.43 -0.61
O -0.72059 4.67432 2.88060 -0.70 0.71 0.74 -0.49
```
Forces are in eV/Å.

Calculated values
- HOMO energy (eV) = -9.909
- SMILES = N[C@@H](CCC(=O)O)C(=O)O.NC(=O)CC[C@H](N)C(=O)O
- lowest unoccupied orbital energy (eV) = 0.42

=====

[2]
Density functional theory data (ωB97M-V with the def2-TZVPD basis set) for the ion C10H19N4 with charge +1 at a distorted geometry.

```
33
Properties=species:S:1:pos:R:3:forces:R:3:mulliken_charge:R:1
C 0.07218 2.62548 -0.52857 -0.27 -0.88 0.05 -0.16
C -0.49665 1.36955 -0.41009 2.92 -1.23 0.57 -0.92
C 2.42059 -0.96961 -0.82371 -0.07 0.15 0.01 -0.66
C 1.86129 0.15264 0.05878 0.14 -0.04 -0.01 -0.85
C 1.42848 -0.99160 -1.97142 0.76 -0.13 -0.32 -0.66
C 0.34778 0.00598 -0.03402 -2.96 2.16 -0.29 1.05
C 0.08954 -2.03412 1.53040 -0.08 0.22 -0.06 -1.62
C -0.18758 0.30035 2.41062 -0.12 0.00 -0.27 -1.55
C -2.97672 0.73169 -0.68156 -0.61 -0.25 0.06 -0.84
C -0.35729 -0.61108 1.19140 0.14 -0.16 0.22 0.49
N -0.89969 3.49117 -0.85139 0.34 0.74 -0.02 -0.57
N -2.00051 2.86510 -0.93249 -1.38 0.32 -0.30 -0.53
N -1.81613 1.57296 -0.66810 1.01 -0.15 0.16 0.73
N 0.13590 -0.90564 -1.24855 -0.40 -0.50 0.05 0.05
H 1.07805 2.96194 -0.39285 0.27 -0.04 0.03 0.53
H 3.43576 -0.77068 -1.15109 0.04 -0.01 -0.07 0.47
H 2.41286 -1.92625 -0.30023 0.03 -0.03 0.01 0.25
H 2.20384 0.06332 1.08581 -0.05 0.08 0.04 0.31
H 2.18657 1.11544 -0.32613 0.00 0.03 0.01 0.37
H 1.54617 -0.10633 -2.59877 -0.19 -0.03 0.05 0.34
H 1.47062 -1.88329 -2.59507 -0.14 0.04 0.04 0.43
H 1.14909 -2.08298 1.76547 0.16 -0.03 0.01 0.32
H -0.13563 -2.75662 0.74283 0.04 -0.17 0.01 0.48
H -0.45598 -2.36197 2.41171 -0.01 -0.10 0.03 0.46
H 0.82730 0.26378 2.79576 0.13 -0.01 0.06 0.39
H -0.85644 -0.02137 3.20300 -0.04 -0.05 0.09 0.45
H -0.42443 1.33314 2.16470 -0.02 0.07 0.06 0.38
H -3.22841 0.37762 0.31782 0.05 -0.04 -0.03 0.36
H -3.79086 1.36782 -1.03057 0.06 -0.16 -0.02 0.30
H -2.87091 -0.11248 -1.36516 0.01 0.00 0.02 0.28
H -1.42732 -0.65526 0.96090 0.07 0.02 -0.06 0.14
H -0.62828 -0.57102 -1.84056 0.14 -0.07 0.12 0.40
H -0.11318 -1.83766 -0.88890 0.01 0.24 -0.25 0.40
```
Forces are in eV/Å.

Calculated values
- HOMO energy (eV) = -13.244
- SMILES = CC(C)[C@@]1(c2cnnn2C)CCC[NH2+]1
- net charge = +1
- lowest unoccupied orbital energy (eV) = -3.13